Record 1
{
  "formula": "C17H31Cl2N2PSeV",
  "method": "ωB97M-V/def2-TZVPD",
  "mol_weight_g_mol": 495.23,
  "lumo_energy_ha": [0.0996, 0.0995],
  "homo_ev": [-2.5, -2.2],
  "spin_multiplicity": 3,
  "charge": -1,
  "gap_ev": [5.26, 4.92],
  "total_energy_ev": -146476.344,
  "elements": ["Se", "V", "Cl", "Cl", "P", "N", "N", "C", "C", "C", "C", "C", "C", "C", "C", "C", "C", "C", "C", "C", "C", "C", "C", "C", "H", "H", "H", "H", "H", "H", "H", "H", "H", "H", "H", "H", "H", "H", "H", "H", "H", "H", "H", "H", "H", "H", "H", "H", "H", "H", "H", "H", "H", "H", "H"],
  "positions_angstrom": [[0.989, 1.680, 2.805], [-0.246, 0.056, 1.586], [-1.625, 1.274, 0.215], [-0.212, -2.108, 1.078], [-0.052, 0.132, -3.410], [0.956, -0.332, 4.817], [-1.169, -0.104, 4.274], [2.385, -0.124, 4.848], [-2.243, -1.371, 6.033], [0.751, -2.532, -3.440], [0.700, 2.103, -4.881], [-0.663, -1.744, 7.842], [-1.988, -1.715, 7.360], [0.431, -1.446, 7.023], [-1.132, -1.045, 5.281], [0.235, 1.910, -3.443], [1.119, 2.564, -2.363], [2.579, -0.818, -3.159], [1.204, -1.109, -3.768], [0.135, 0.241, 3.906], [-1.805, -0.266, -3.212], [-2.272, -0.379, -4.665], [0.188, -1.117, 5.703], [-2.306, -1.442, -2.334], [2.098, 2.074, -2.277], [1.308, 0.309, 2.018], [-2.298, 0.585, -5.182], [-3.323, -1.220, -1.969], [-1.532, -0.089, 2.285], [-1.673, -1.605, -1.459], [1.503, -3.262, -3.751], [-0.004, 1.692, -5.613], [0.603, 2.539, -1.396], [2.757, -0.355, 5.850], [2.891, -0.736, 4.085], [-3.219, -1.296, 5.553], [2.487, -0.978, -2.081], [1.470, -1.378, 7.346], [-1.987, -0.013, 3.658], [0.784, 3.160, -5.129], [-2.276, 0.636, -2.783], [-2.833, -1.939, 8.018], [2.951, 0.196, -3.347], [-0.762, 2.367, -3.356], [1.302, 3.617, -2.617], [2.626, 0.928, 4.624], [1.684, 1.667, -5.069], [3.323, -1.534, -3.531], [-0.206, -2.817, -3.892], [-3.283, -0.783, -4.759], [-1.633, -1.040, -5.259], [1.254, -0.997, -4.843], [0.673, -2.606, -2.352], [-2.396, -2.384, -2.890], [-0.490, -1.973, 8.903]],
  "forces_ev_per_angstrom": [[0.0, 3.4, 1.7], [0.7, -0.3, -2.3], [0.0, 0.4, -0.6], [0.3, -1.1, -0.2], [-0.6, -0.2, 3.3], [0.2, -1.0, 1.1], [-0.4, -0.2, 1.6], [0.2, -0.1, 0.1], [0.2, -0.8, 0.7], [0.0, 0.2, 0.5], [0.3, 1.3, -0.6], [0.0, -0.2, 0.5], [-0.1, -0.3, -0.3], [0.3, -0.3, 0.0], [-0.2, 2.4, -0.3], [0.2, 0.1, -0.5], [-0.1, 0.0, -0.2], [-0.2, -0.2, 0.3], [0.5, 0.0, -1.2], [-1.5, -0.9, -3.3], [-0.8, -0.2, -0.5], [-1.1, -0.4, -0.6], [0.2, 0.8, 0.4], [0.0, 0.1, 0.0], [-0.3, 0.0, 0.0], [1.0, -1.2, -0.7], [0.2, 0.0, 0.2], [0.3, 0.0, -0.1], [-1.8, -0.1, 0.5], [-0.1, 0.1, -0.1], [0.1, 0.1, -0.2], [0.1, -0.1, 0.3], [0.2, -0.2, -0.2], [0.0, -0.2, -0.2], [-0.1, 0.1, 0.3], [0.1, 0.1, 0.5], [0.2, 0.2, 0.0], [-0.4, -0.2, 0.5], [1.2, 0.1, 0.3], [0.3, 0.5, -0.1], [0.6, -0.2, 0.0], [0.4, 0.0, -0.1], [-0.2, -0.2, 0.0], [0.1, -0.4, 0.0], [0.0, -0.1, 0.0], [-0.3, -0.4, 0.2], [0.0, -0.1, 0.1], [-0.1, 0.1, -0.1], [0.2, 0.2, 0.1], [-0.4, -0.1, 0.1], [0.0, 0.0, 0.2], [0.7, -0.6, -0.6], [-0.2, -0.1, 0.0], [0.3, 0.1, -0.1], [-0.1, 0.0, -0.5]],
  "lowdin_spin": [0.00, 1.81, 0.03, 0.05, 0.00, 0.05, 0.04, 0.01, 0.01, 0.00, 0.00, 0.01, 0.01, 0.01, 0.00, 0.00, 0.00, 0.00, 0.00, 0.06, 0.00, 0.00, 0.00, 0.00, 0.00, -0.05, 0.00, 0.00, -0.03, 0.00, 0.00, 0.00, 0.00, 0.00, 0.00, 0.00, 0.00, 0.00, 0.00, 0.00, 0.00, 0.00, 0.00, 0.00, 0.00, 0.00, 0.00, 0.00, 0.00, 0.00, 0.00, 0.00, 0.00, 0.00, 0.00]
}

---

Record 2
{
  "formula": "C24H24F8O24",
  "method": "ωB97M-V/def2-TZVPD",
  "de_lowest_kj_mol": 77.29,
  "mol_weight_g_mol": 848.42,
  "lumo_energy_ha": [-0.1495, -0.3905],
  "homo_ev": [-12.8, -12.8],
  "spin_multiplicity": 2,
  "charge": 1,
  "gap_ev": [8.76, 2.21],
  "total_energy_ev": -96142.243,
  "elements": ["F", "F", "F", "F", "F", "F", "F", "F", "O", "O", "O", "O", "O", "O", "O", "O", "O", "O", "O", "O", "O", "O", "O", "O", "O", "O", "O", "O", "O", "O", "O", "O", "C", "C", "C", "C", "C", "C", "C", "C", "C", "C", "C", "C", "C", "C", "C", "C", "C", "C", "C", "C", "C", "C", "C", "C", "H", "H", "H", "H", "H", "H", "H", "H", "H", "H", "H", "H", "H", "H", "H", "H", "H", "H", "H", "H", "H", "H", "H", "H"],
  "positions_angstrom": [[-5.055, -0.396, 1.073], [1.335, -2.415, 4.592], [0.469, 1.315, -2.052], [-1.240, -0.068, -5.861], [2.495, 7.350, 3.398], [-3.627, 6.185, -0.292], [4.692, -1.446, -1.489], [-1.729, -6.062, -1.586], [-4.030, -1.003, -1.637], [-2.320, -5.090, 0.293], [-4.007, 3.886, -0.329], [5.722, -3.198, -2.111], [-3.442, 1.778, -0.079], [-0.019, -1.762, 2.841], [-6.212, -0.656, -2.389], [5.598, -3.935, -0.029], [-1.687, -0.306, 2.505], [0.921, -2.552, -3.484], [0.561, 4.896, 0.605], [7.419, -4.432, -1.315], [0.079, -0.527, -0.860], [-0.653, -0.857, -3.977], [2.779, 5.111, 1.371], [1.137, 5.842, 2.591], [0.241, 0.106, 3.787], [-5.748, -1.806, -0.523], [-1.615, -5.125, 2.337], [-0.307, -4.270, 0.686], [1.427, -0.689, -4.764], [1.380, -2.048, 0.079], [-2.689, 3.345, 1.375], [1.483, 0.177, 0.647], [4.218, -3.562, -0.359], [-3.349, 2.925, 0.358], [3.424, 5.567, 2.567], [0.760, 0.477, -4.991], [6.336, -3.875, -1.170], [-1.717, -4.844, -1.009], [-0.675, 0.304, -4.760], [1.569, -0.425, 3.710], [0.569, -1.553, -4.114], [0.995, -0.875, -0.008], [1.308, -1.848, 3.400], [0.833, 1.240, 0.268], [0.014, 0.792, -0.912], [1.455, 5.313, 1.457], [-4.697, -1.546, 0.404], [4.510, -2.744, -1.652], [-2.968, 4.685, 1.476], [-1.356, -4.905, 1.197], [-5.404, -1.143, -1.649], [-3.460, -1.473, -0.444], [-0.520, -0.617, 2.947], [2.284, 6.082, 3.418], [-3.989, 5.076, 0.469], [-0.363, -4.207, -0.701], [3.431, -4.250, -0.666], [3.686, -2.772, -2.365], [3.988, 4.770, 3.052], [2.235, 0.083, 3.012], [-0.326, -3.143, -0.938], [2.210, 5.736, 4.449], [0.466, -4.586, -1.298], [1.445, 2.124, 0.089], [-2.336, -4.191, -1.625], [0.301, 1.413, 1.203], [1.138, 0.702, -5.988], [2.075, -2.272, 2.753], [-3.187, 4.855, 2.530], [3.709, -2.953, 0.388], [-2.927, -2.372, -0.754], [-1.134, 1.128, -4.214], [-1.015, 1.052, -0.666], [-5.004, 5.219, 0.841], [4.105, 6.392, 2.354], [-2.035, 5.142, 1.146], [-4.660, -2.363, 1.125], [1.243, 1.166, -4.298], [-2.772, -0.748, -0.007], [2.232, -0.327, 4.569]],
  "forces_ev_per_angstrom": [[0.9, -0.6, -0.5], [-0.9, -2.3, 1.2], [0.2, 0.0, -1.0], [-2.3, 0.1, -3.0], [-0.3, 4.4, 1.0], [-0.2, -1.4, 0.9], [0.0, 2.6, 1.2], [0.7, 0.4, 0.0], [-0.7, 1.0, -2.1], [0.7, 0.1, 1.1], [0.0, 1.2, 0.6], [-0.5, -0.4, -1.4], [1.1, 1.8, 1.4], [2.3, -5.6, -1.5], [1.8, -1.1, 0.3], [-1.9, -0.6, 0.1], [5.5, -1.0, 1.6], [-1.7, 2.3, -2.1], [4.7, 2.1, 3.8], [-2.9, 1.8, 0.6], [-0.5, -2.8, -1.2], [0.8, -2.4, 1.4], [-0.1, -0.2, -0.5], [-0.9, 0.5, 2.5], [0.5, 1.8, -0.4], [0.8, -0.2, 1.0], [-0.3, -1.1, 5.0], [0.4, -1.6, 4.0], [-0.7, -4.9, 1.4], [-0.7, 2.6, 0.6], [0.0, -1.7, 0.5], [3.9, -6.1, 0.6], [1.0, 2.1, -1.3], [-1.7, -4.4, -4.1], [0.4, -1.2, 0.0], [3.1, 3.2, -1.0], [3.8, -2.9, 0.6], [-0.3, -0.4, -1.4], [1.4, -0.6, 1.7], [1.4, 1.4, -0.4], [1.3, 1.0, 2.3], [3.1, -4.1, 0.5], [0.8, 1.8, -0.5], [-2.2, 4.9, 0.7], [-2.6, 4.2, 2.0], [-3.4, -3.4, -4.7], [-1.4, -1.6, 1.1], [-1.6, -0.5, 0.1], [2.1, 2.9, 1.6], [0.5, 2.9, -7.8], [-0.7, 1.6, -0.1], [-0.4, 1.3, -0.4], [-6.7, 4.2, 0.4], [0.4, -1.7, -1.4], [-1.0, -0.3, -1.2], [-1.0, 0.3, -2.2], [0.9, -1.4, 0.3], [0.3, -0.8, -0.4], [-0.1, -0.3, -0.4], [-0.8, 0.2, -0.9], [-0.4, 0.1, 0.0], [-0.6, -0.3, -0.2], [0.2, -0.7, 0.7], [0.2, -0.2, -0.3], [-0.4, -0.1, 0.4], [-1.4, 1.3, -0.6], [-1.1, 0.9, -0.3], [-0.8, -0.5, -0.4], [-0.1, 0.6, -0.2], [0.8, 0.2, 0.2], [-0.2, -0.5, 0.9], [-0.5, -0.2, -0.3], [-0.3, 0.5, -1.1], [0.1, 0.4, -0.1], [-0.1, -0.1, -0.2], [0.1, 0.8, 0.5], [-0.3, 0.1, 0.1], [-0.5, 0.6, -0.1], [0.0, 0.2, -0.2], [-1.1, -0.1, 0.9]],
  "lowdin_spin": [0.00, 0.00, 0.00, 0.00, 0.00, 0.00, 0.00, 0.01, 0.00, 0.05, 0.00, 0.00, 0.00, 0.00, 0.00, 0.00, 0.00, 0.00, 0.00, 0.00, 0.00, 0.00, 0.00, 0.00, 0.00, 0.00, 0.76, 0.06, 0.00, 0.00, 0.00, 0.00, 0.00, 0.00, 0.00, 0.00, 0.00, 0.01, 0.00, 0.00, 0.00, 0.00, 0.00, 0.00, 0.00, 0.00, 0.00, 0.00, 0.00, 0.07, 0.00, 0.00, 0.00, 0.00, 0.00, 0.02, 0.00, 0.00, 0.00, 0.00, 0.01, 0.00, 0.00, 0.00, 0.00, 0.00, 0.00, 0.00, 0.00, 0.00, 0.00, 0.00, 0.00, 0.00, 0.00, 0.00, 0.00, 0.00, 0.00, 0.00]
}

---

Record 3
{
  "formula": "C2H9NO3",
  "method": "ωB97M-V/def2-TZVPD",
  "de_lowest_kj_mol": 279.30,
  "mol_weight_g_mol": 95.10,
  "lumo_energy_ha": 0.0044,
  "homo_ev": -9.5,
  "spin_multiplicity": 1,
  "charge": 0,
  "gap_ev": 9.59,
  "total_energy_ev": -9850.752,
  "smiles": "NCC=O.O.O",
  "elements": ["O", "O", "O", "N", "C", "C", "H", "H", "H", "H", "H", "H", "H", "H", "H"],
  "positions_angstrom": [[5.623, -1.808, -2.151], [-0.453, 0.171, 4.939], [-3.688, -0.236, -0.471], [-1.034, 1.821, -0.539], [-1.418, 0.549, -1.033], [-2.494, -0.422, -0.392], [6.024, -2.085, -3.011], [-2.214, -1.521, -0.451], [0.356, -0.272, 5.221], [-0.310, 0.604, 4.061], [-1.444, 1.997, 0.364], [-0.538, 0.000, -1.093], [-1.787, 0.727, -2.083], [4.697, -2.077, -2.142], [-1.319, 2.551, -1.219]],
  "forces_ev_per_angstrom": [[0.6, -0.2, -0.8], [-0.1, 0.5, -0.9], [0.7, 0.7, 1.1], [-0.5, 2.0, 0.1], [-1.6, -0.5, -0.9], [-0.8, -0.5, -3.2], [-0.8, 0.3, 1.1], [0.5, 0.8, 1.0], [0.0, 0.2, -0.4], [0.2, -0.8, 1.3], [0.0, 0.5, 0.1], [1.5, -1.6, -0.3], [0.1, -0.8, 0.9], [0.3, -0.1, -0.3], [0.2, -0.5, 1.2]],
  "lowdin_charge": [-0.08, -0.08, 0.03, -0.02, -0.27, -0.21, 0.05, 0.12, 0.03, 0.05, 0.07, 0.06, 0.13, 0.03, 0.09]
}